#1
Formula: C6H12N
Source: OMol25
Level of theory: ωB97M-V/def2-TZVPD

Last column: natural (NBO) charge in e.
Positions of all 19 atoms, in Å:
C1 -2.206 -1.347 0.457  -0.327
C2 -0.907 -1.348 0.181  -0.052
C3 0.594 0.484 0.321  0.496
C4 1.545 1.476 -0.272  -0.702
C5 0.437 0.590 1.798  -0.696
C6 -0.019 -0.453 -1.850  -0.441
N1 -0.086 -0.302 -0.401  -0.323
H1 -2.600 -2.264 0.808  0.242
H2 -2.676 -0.476 0.661  0.214
H3 -0.228 -2.318 0.155  0.230
H4 1.869 2.370 0.311  0.276
H5 0.892 1.844 -1.175  0.250
H6 2.386 1.035 -0.809  0.276
H7 -0.191 -0.181 2.281  0.261
H8 0.001 1.669 1.910  0.278
H9 1.313 0.700 2.378  0.274
H10 0.282 0.398 -2.394  0.238
H11 -1.104 -0.631 -2.267  0.260
H12 0.698 -1.246 -2.092  0.245

- charge = +1
- HOMO (eV) = -14.896
- structure (SMILES) = C=C[N+](C)=C(C)C
- 2S+1 = 1

---

#2
Formula: C6H12N
Source: OMol25
Level of theory: ωB97M-V/def2-TZVPD

Last column: natural (NBO) charge in e.
Positions of all 19 atoms, in Å:
C1 1.580 0.476 -0.424  -0.119
C2 2.156 -0.170 0.416  0.045
C3 1.370 1.419 -1.557  -0.707
C4 2.584 -0.967 1.538  -0.694
C5 -2.109 -0.061 -1.258  0.097
C6 -2.615 -0.429 0.981  -0.442
N1 -1.722 -0.179 -0.054  -0.401
H1 2.102 2.225 -1.231  0.273
H2 0.332 1.790 -1.864  0.214
H3 1.856 1.167 -2.500  0.257
H4 1.711 -1.437 1.920  0.236
H5 -0.665 -0.180 0.186  0.486
H6 3.322 -1.762 1.229  0.260
H7 -3.204 -0.358 -1.523  0.253
H8 -1.281 0.287 -1.947  0.249
H9 3.048 -0.266 2.370  0.256
H10 -2.386 0.176 1.864  0.257
H11 -3.615 -0.219 0.662  0.233
H12 -2.465 -1.511 1.192  0.246

- charge = +1
- HOMO (eV) = -12.908
- 2S+1 = 1

---

It turns out #1 is the most stable, with the second structure 1.574 eV higher.

---

#1
Formula: C6H12N
Source: OMol25
Level of theory: ωB97M-V/def2-TZVPD

Last column: natural (NBO) charge in e.
Positions of all 19 atoms, in Å:
C1 -1.351 -0.277 -0.349  0.052
C2 -2.582 0.150 -0.504  -0.410
C3 -0.288 -0.992 -1.119  -0.458
C4 -0.050 0.246 0.719  -0.135
C5 0.848 -0.186 -0.463  -0.232
C6 2.115 -0.828 0.125  -0.602
N1 0.062 1.665 1.094  -0.661
H1 -3.178 0.834 0.078  0.225
H2 -3.307 -0.353 -1.287  0.244
H3 -0.242 -2.158 -0.880  0.240
H4 -0.402 -1.026 -2.197  0.253
H5 0.033 -0.606 1.474  0.266
H6 0.996 0.608 -1.134  0.213
H7 1.828 -1.868 0.682  0.226
H8 2.470 -0.093 0.837  0.194
H9 2.842 -1.082 -0.665  0.246
H10 -0.702 2.043 1.714  0.452
H11 0.010 2.278 0.308  0.448
H12 0.895 1.644 1.569  0.438

- charge = +1
- HOMO (eV) = -13.751
- structure (SMILES) = C=C1C[C@H](C)[C@H]1[NH3+]
- 2S+1 = 1

---

#2
Formula: C6H12N
Source: OMol25
Level of theory: ωB97M-V/def2-TZVPD

Last column: natural (NBO) charge in e.
Positions of all 19 atoms, in Å:
C1 2.618 -3.108 -1.314  0.045
C2 -0.523 1.344 2.321  -0.068
C3 -0.669 0.929 1.044  -0.146
C4 0.348 0.104 0.317  -0.657
C5 -2.022 1.772 -0.932  -0.738
C6 -1.883 1.300 0.442  0.287
N1 1.977 -1.981 -1.443  -0.744
H1 3.656 -3.143 -1.679  0.157
H2 1.418 -2.700 -2.084  0.389
H3 0.454 1.254 2.787  0.229
H4 -1.227 1.899 2.930  0.226
H5 0.150 -0.934 0.591  0.263
H6 0.274 0.211 -0.759  0.246
H7 -2.918 2.373 -1.044  0.270
H8 -1.093 2.298 -1.186  0.297
H9 -2.643 1.593 1.164  0.223
H10 2.228 -3.907 -0.669  0.157
H11 -1.937 0.940 -1.643  0.306
H12 1.382 0.258 0.606  0.259

- charge = +1
- HOMO (eV) = -11.305
- 2S+1 = 1

---

#3
Formula: C6H12N
Source: OMol25
Level of theory: ωB97M-V/def2-TZVPD

Last column: natural (NBO) charge in e.
Positions of all 19 atoms, in Å:
C1 0.801 0.343 1.613  -0.353
C2 1.011 -0.148 0.203  0.560
C3 -0.520 0.112 0.048  0.022
C4 1.909 -0.838 -0.661  -0.784
C5 -1.360 -1.094 -0.375  -0.596
C6 -0.902 1.278 -0.821  -0.607
N1 -0.716 0.388 1.516  -0.590
H1 1.092 -0.276 2.442  0.288
H2 1.196 1.503 1.690  0.312
H3 1.581 -1.851 -0.743  0.340
H4 3.044 -0.567 -0.487  0.290
H5 1.780 -0.690 -1.665  0.295
H6 -1.571 -1.660 0.489  0.247
H7 -1.002 -1.846 -1.067  0.233
H8 -2.198 -0.637 -0.748  0.235
H9 -2.018 1.462 -0.973  0.258
H10 -0.625 1.171 -1.802  0.234
H11 -0.403 2.118 -0.582  0.218
H12 -1.096 1.232 1.923  0.398

- charge = +1
- HOMO (eV) = -14.065
- 2S+1 = 1

---

#4
Formula: C6H12N
Source: OMol25
Level of theory: ωB97M-V/def2-TZVPD

Last column: natural (NBO) charge in e.
Positions of all 19 atoms, in Å:
C1 1.723 1.349 0.281  -0.681
C2 -2.131 1.194 0.118  -0.364
C3 1.239 0.045 0.637  -0.137
C4 -1.758 0.603 1.086  -0.165
C5 -0.291 -1.959 0.201  -0.661
C6 0.341 -0.648 -0.098  0.151
N1 -0.106 -0.203 -1.463  -0.728
H1 2.168 1.808 1.224  0.260
H2 2.498 1.460 -0.402  0.248
H3 -2.729 1.826 -0.558  0.282
H4 0.774 1.906 -0.020  0.220
H5 1.589 -0.367 1.550  0.242
H6 -1.232 0.067 1.888  0.258
H7 -1.168 -2.033 -0.341  0.212
H8 -0.463 -1.955 1.280  0.245
H9 0.200 -2.862 -0.068  0.254
H10 0.666 0.134 -2.102  0.452
H11 -0.685 0.600 -1.274  0.458
H12 -0.635 -0.965 -1.937  0.453

- charge = +1
- HOMO (eV) = -13.834
- 2S+1 = 1

---

It turns out #1 is the most stable, with the second structure 0.577 eV higher.

---

#1
Formula: C2H5ClN2S
Source: OMol25
Level of theory: ωB97M-V/def2-TZVPD

Last column: natural (NBO) charge in e.
Positions of all 11 atoms, in Å:
C1 0.728 1.086 0.534  -0.309
C2 0.397 -0.136 1.414  -0.581
N1 0.109 0.921 -0.756  -0.110
N2 -0.438 -0.142 -0.974  -0.301
S1 -0.448 -1.280 0.248  0.402
Cl1 -2.059 -1.977 -3.290  -0.309
H1 0.369 2.022 0.967  0.230
H2 1.803 1.186 0.358  0.227
H3 1.276 -0.628 1.819  0.236
H4 -0.304 0.096 2.214  0.228
H5 -1.433 -1.147 -2.533  0.287

- HOMO (eV) = -9.527
- structure (SMILES) = C1CSN=N1.Cl
- 2S+1 = 1

---

#2
Formula: C2H5ClN2S
Source: OMol25
Level of theory: ωB97M-V/def2-TZVPD

Last column: natural (NBO) charge in e.
Positions of all 11 atoms, in Å:
C1 0.318 -0.088 0.750  -0.295
C2 1.054 -0.575 -0.511  -0.564
N1 -1.148 -0.183 0.403  -0.269
N2 -1.439 -0.268 -0.799  -0.195
S1 -0.272 -0.506 -1.848  0.631
Cl1 -1.356 2.400 0.045  -0.729
H1 0.561 -0.739 1.619  0.231
H2 0.669 0.899 1.041  0.271
H3 1.968 -0.035 -0.749  0.253
H4 1.354 -1.653 -0.617  0.232
H5 -1.709 0.749 0.666  0.434

- HOMO (eV) = -8.988
- 2S+1 = 1

---

It turns out #1 is the most stable, with the second structure 1.508 eV higher.

---

#1
Formula: H3PS2
Source: OMol25
Level of theory: ωB97M-V/def2-TZVPD

Last column: natural (NBO) charge in e.
Positions of all 6 atoms, in Å:
P1 1.733 0.944 0.381  0.439
S1 -1.866 0.143 -0.127  -0.273
S2 3.003 0.143 -0.854  -0.342
H1 -2.610 -0.611 0.679  0.145
H2 0.619 0.142 0.063  -0.106
H3 -0.879 -0.762 -0.142  0.137

- HOMO (eV) = -8.896
- structure (SMILES) = P=S.S
- 2S+1 = 1

---

#2
Formula: H3PS2
Source: OMol25
Level of theory: ωB97M-V/def2-TZVPD

Last column: natural (NBO) charge in e.
Positions of all 6 atoms, in Å:
P1 1.057 1.368 -0.165  0.221
S1 -0.701 -1.257 1.628  -0.128
S2 -0.118 0.622 2.045  -0.187
H1 1.375 0.215 -0.879  -0.025
H2 2.369 1.223 0.363  -0.021
H3 -2.147 -1.107 1.429  0.139

- HOMO (eV) = -8.619
- structure (SMILES) = PSS
- 2S+1 = 1

---

It turns out #1 is the most stable, with the second structure 0.320 eV higher.

---

#1
Formula: C5H5Cl
Source: OMol25
Level of theory: ωB97M-V/def2-TZVPD

Last column: natural (NBO) charge in e.
Positions of all 11 atoms, in Å:
C1 0.853 0.369 0.235  -0.071
C2 1.581 -0.365 1.140  -0.383
C3 -0.680 0.115 0.329  -0.518
C4 -1.269 0.119 -1.009  -0.018
C5 -1.747 -0.090 -2.087  -0.228
H1 2.624 -0.327 1.183  0.206
H2 1.014 -1.143 1.713  0.201
H3 -0.879 -1.035 0.732  0.252
H4 -1.072 0.845 1.200  0.258
H5 -1.824 -0.321 -3.112  0.235
Cl1 1.398 1.832 -0.323  0.066

- HOMO (eV) = -9.381
- structure (SMILES) = C#CCC(=C)Cl
- 2S+1 = 1

---

#2
Formula: C5H5Cl
Source: OMol25
Level of theory: ωB97M-V/def2-TZVPD

Last column: natural (NBO) charge in e.
Positions of all 11 atoms, in Å:
C1 -0.462 -0.964 0.372  -0.255
C2 0.568 -1.763 0.130  -0.126
C3 0.106 0.350 0.080  -0.036
C4 -0.422 1.540 0.378  -0.438
C5 1.387 -0.151 -0.590  -0.259
Cl1 2.906 0.213 0.058  0.022
H1 -1.505 -0.970 0.871  0.211
H2 1.014 -2.688 0.376  0.214
H3 0.128 2.335 -0.102  0.226
H4 -1.347 1.405 0.903  0.219
H5 1.369 -0.164 -1.669  0.223

- HOMO (eV) = -8.781
- 2S+1 = 1

---

It turns out #1 is the most stable, with the second structure 0.371 eV higher.